The following is a quantum chemistry calculation of C23H37AsBrClIOReS4Si3 as an isolated structure, from the Open Molecules 2025 dataset.

As for the orbital gap (alpha / beta): 5.1 / 5.1 eV. The value obtained for the max |F| is 1.42 eV/Å. As for the charge: +2. As for the HOMO energy (alpha / beta): -13.0 / -13.0 eV. The electronic energy is -247093.99926 eV.

Each line ends with the Mulliken charge.
Cartesian coordinates (Å):
1 Re -0.052 -0.268 -0.896  0.66
2 C -1.973 2.150 0.679  -1.13
3 O -1.141 0.983 0.620  -0.43
4 Si -0.854 -0.152 1.851  -0.06
5 C -2.374 -1.086 2.343  -1.07
6 C -0.030 0.680 3.283  -1.18
7 C 0.259 -1.149 0.669  0.79
8 Si 1.580 -2.274 1.564  0.09
9 C 2.957 -1.064 1.928  -1.03
10 C 0.749 -2.981 3.076  -1.05
11 C 2.256 -3.669 0.540  -0.90
12 Si -2.210 -1.297 -1.587  0.63
13 C -3.489 0.052 -1.330  -1.12
14 C -2.839 -2.879 -0.817  -1.07
15 C -1.985 -1.521 -3.437  -1.16
16 H -2.980 1.874 0.981  0.41
17 H -2.002 2.601 -0.310  0.30
18 H -1.546 2.856 1.389  0.33
19 H -2.735 -0.729 3.307  0.47
20 H -2.170 -2.149 2.447  0.35
21 H -3.175 -0.971 1.616  0.30
22 H -0.578 1.598 3.508  0.48
23 H 1.010 0.943 3.111  0.23
24 H -0.080 0.057 4.173  0.44
25 H 2.730 -0.368 2.729  0.34
26 H 3.221 -0.487 1.041  0.31
27 H 3.840 -1.628 2.229  0.45
28 H 0.433 -2.234 3.800  0.30
29 H 1.453 -3.639 3.585  0.45
30 H -0.117 -3.585 2.810  0.35
31 H 2.799 -3.338 -0.342  0.26
32 H 1.512 -4.398 0.239  0.24
33 H 2.974 -4.187 1.177  0.48
34 H -3.831 0.117 -0.300  0.26
35 H -4.351 -0.218 -1.942  0.49
36 H -3.169 1.042 -1.648  0.28
37 H -2.629 -2.978 0.243  0.26
38 H -2.458 -3.760 -1.329  0.30
39 H -3.924 -2.882 -0.937  0.53
40 H -1.535 -0.661 -3.934  0.27
41 H -2.975 -1.661 -3.873  0.45
42 H -1.392 -2.402 -3.674  0.38
43 S 2.722 3.274 -0.116  -0.08
44 As 2.338 2.616 -2.142  0.38
45 S 0.108 1.821 -2.109  -0.26
46 S -0.317 3.183 -3.663  0.01
47 S 1.271 4.416 -3.059  -0.12
48 Cl 1.514 9.509 2.704  -0.17
49 C 1.425 7.898 2.094  0.34
50 C 1.764 6.834 2.919  -0.84
51 C 1.685 5.545 2.423  -0.19
52 C 1.271 5.312 1.116  0.06
53 C 1.146 3.911 0.610  0.46
54 C 0.937 6.391 0.303  -0.09
55 C 1.010 7.684 0.787  -0.87
56 H 2.077 7.020 3.934  0.43
57 H 1.953 4.716 3.064  0.41
58 H 0.936 3.214 1.419  -0.14
59 H 0.374 3.817 -0.149  0.08
60 H 0.617 6.222 -0.717  0.33
61 H 0.741 8.525 0.166  0.43
62 Br 2.547 -3.330 -5.286  -0.17
63 C 1.389 -4.151 -4.057  0.17
64 C 0.977 -5.460 -4.285  -0.31
65 C 0.130 -6.090 -3.387  -0.82
66 C -0.314 -5.431 -2.249  -0.76
67 C 0.088 -4.125 -2.008  -0.46
68 C 0.925 -3.508 -2.920  -0.06
69 I 1.569 -1.540 -2.557  0.37
70 H 1.325 -5.976 -5.167  0.45
71 H -0.179 -7.108 -3.578  0.42
72 H -0.966 -5.931 -1.549  0.52
73 H -0.242 -3.595 -1.123  0.77

Cartesian forces, eV/Å:
-0.32 -0.75 1.15
-0.04 0.15 -0.04
0.03 -0.04 -0.19
-0.06 0.01 -0.01
0.06 0.19 0.00
0.02 0.01 -0.15
0.32 -0.28 -0.51
0.10 0.07 0.10
-0.12 -0.08 -0.03
0.02 0.08 -0.13
-0.11 0.16 -0.05
-0.09 -0.22 -0.15
0.12 -0.07 0.02
0.05 0.06 -0.08
0.04 0.04 0.07
-0.05 0.00 0.02
-0.01 0.03 0.04
-0.02 0.02 0.01
-0.03 0.04 0.06
0.06 -0.11 0.03
-0.07 -0.02 -0.09
-0.05 0.03 0.03
0.06 0.06 -0.07
-0.01 -0.07 0.08
-0.05 0.06 0.09
0.04 0.01 -0.06
0.08 -0.05 0.02
-0.04 0.11 0.08
0.07 -0.06 0.04
-0.06 -0.08 -0.03
0.05 0.03 -0.08
-0.11 -0.12 -0.02
0.07 -0.02 0.09
-0.05 0.01 0.10
-0.09 -0.02 -0.05
0.04 0.07 -0.07
0.05 0.01 0.13
-0.01 -0.01 -0.03
-0.09 -0.01 0.01
0.02 0.08 -0.03
-0.11 -0.01 -0.04
0.02 -0.04 -0.02
0.04 -0.22 0.08
0.01 0.21 -0.26
0.12 0.86 0.26
0.24 -0.23 -0.22
-0.17 0.02 0.10
0.00 -0.02 0.00
0.00 0.03 0.02
-0.02 0.06 -0.08
0.03 0.03 -0.04
-0.09 0.01 0.04
0.05 0.08 -0.10
0.03 -0.02 0.01
0.03 0.00 0.07
0.04 0.02 0.06
-0.01 -0.07 0.05
-0.02 -0.04 0.03
-0.03 0.03 -0.07
-0.04 -0.01 -0.03
0.00 0.05 -0.03
0.03 0.05 -0.01
-0.10 -0.17 0.00
0.00 0.06 0.03
0.01 0.03 0.02
0.09 0.12 -0.05
0.02 -0.06 -0.01
0.01 -0.02 0.01
0.02 0.01 -0.03
0.02 -0.02 -0.03
-0.01 -0.03 -0.01
-0.06 -0.04 0.06
0.04 -0.01 -0.06